# 1
Here is 2 unconnected molecules or ions with the total composition C36H40N2O6 in a non-equilibrium geometry from OMol25. Energies are from the ωB97M-V functional and the def2-TZVPD basis.

The geometry in XYZ format:
```
84
Properties=species:S:1:pos:R:3:forces:R:3
C -8.812725 -3.328522 1.912775 0.0007 0.0402 0.0373
O -8.153282 -2.122669 2.214490 0.9246 0.4560 -0.3894
C -6.960238 -1.900788 1.516516 -0.0694 0.0222 0.0561
C -6.271908 -0.713463 1.773572 -0.7280 -0.2936 0.4135
C -5.092069 -0.419012 1.130934 0.0321 -0.0941 -0.1034
C -4.556079 -1.293310 0.198305 0.0703 -0.0954 -0.3165
C -3.273075 -0.981296 -0.517647 0.1572 0.3830 -0.6356
C -2.074143 -1.498305 0.187360 2.0777 -0.5851 1.2287
C -1.688660 -2.862383 0.015967 -1.8691 1.3623 -0.7706
O -2.268343 -3.533578 -0.838555 1.1778 -1.0691 0.5388
O -0.694131 -3.371317 0.823914 0.5913 0.5681 0.3721
C -0.438970 -2.601965 2.028606 -0.5479 -0.3561 0.5040
C -1.589957 -2.851447 3.012753 -0.0853 0.1547 -0.2062
C 0.877644 -3.092168 2.636835 -0.2089 0.3172 -0.6133
O -0.312947 -1.172857 1.803277 0.5213 -0.5910 -0.2228
C -1.294272 -0.625698 1.006147 -2.3859 -0.2941 -1.5868
O -1.530662 0.582233 0.975562 1.5409 0.4676 1.0551
C -5.227365 -2.479608 -0.054131 0.3553 0.3003 -0.1154
C -6.408800 -2.780433 0.583625 -0.9054 -0.1541 0.6228
H -9.724895 -3.384800 2.508329 0.1404 0.1808 0.0187
H -9.078807 -3.350134 0.856224 -0.0597 -0.2139 -0.1219
H -8.172382 -4.172974 2.166420 -0.0420 -0.2344 -0.0933
H -6.693318 -0.036073 2.495883 -0.0808 0.1985 0.1764
H -4.570213 0.497270 1.348192 0.0931 0.2402 0.0702
H -3.298422 -1.418384 -1.521211 -0.1611 -0.0776 0.0202
H -3.162022 0.100428 -0.647631 -0.0948 -0.0889 0.1363
H -2.527579 -2.508140 2.580538 -0.0523 0.0214 -0.0094
H -1.687107 -3.915138 3.226921 0.1289 -0.0206 -0.0592
H -1.426719 -2.313231 3.945506 0.1216 0.0329 -0.0175
H 1.684848 -2.909076 1.933632 0.1672 -0.0099 -0.1266
H 1.098212 -2.559825 3.559787 -0.1467 0.0839 0.0189
H 0.835832 -4.159125 2.844222 -0.1399 -0.0052 -0.0560
H -4.793062 -3.171884 -0.755951 0.0244 -0.1681 -0.1356
H -6.909736 -3.706617 0.367004 -0.0286 -0.2280 -0.1174
C 5.881960 3.425265 -1.232628 -0.3448 -0.1034 -0.3330
N 4.801325 2.561211 -0.787073 -0.5700 -0.6460 0.8913
C 4.769509 2.048252 0.492490 -0.0441 0.1703 -0.8058
O 5.592771 2.219119 1.365518 -0.4736 -0.0798 -0.5322
C 3.491660 1.226168 0.604663 -0.5252 -0.8450 0.2834
C 2.553191 1.766998 1.687856 -0.4299 0.1938 -0.0476
C 3.146083 1.722060 3.067198 0.1654 0.0649 0.0157
C 3.368409 2.891596 3.779697 -0.1057 -0.1295 -0.2486
C 3.961898 2.853574 5.024543 -0.0008 0.1837 0.0745
C 4.344687 1.646910 5.572152 0.1247 0.0350 0.2051
C 4.121016 0.476758 4.876197 0.0347 -0.2402 -0.0299
C 3.520196 0.512881 3.634002 -0.0782 0.0870 -0.1386
N 2.848550 1.254864 -0.742477 -0.7218 -0.5349 -0.0940
C 1.712511 0.579446 -1.082799 2.5036 1.4583 1.1567
C 1.167368 0.657866 -2.343589 -0.9894 -0.1337 -1.6122
C 0.035369 0.017985 -2.801712 1.1109 0.4042 1.0059
C -0.459825 0.153035 -4.130132 -0.4194 0.1573 -1.2159
C -1.622487 -0.541166 -4.517263 0.4574 0.1004 0.5342
C -2.120675 -0.434130 -5.794702 -0.1709 -0.0134 -0.2957
C -1.481443 0.363986 -6.729438 -0.1246 -0.1371 0.1103
C -0.335707 1.058434 -6.378114 0.1580 0.1344 -0.0588
C 0.170181 0.959958 -5.102955 -0.1690 -0.2491 0.3582
C 3.675152 2.120308 -1.657674 0.5060 0.3530 -0.0258
C 2.891178 3.352642 -2.098364 -0.1776 0.0767 0.0694
C 4.255042 1.294379 -2.803450 -0.0096 -0.2082 -0.0247
H 6.572450 3.607175 -0.410165 -0.2192 -0.1806 0.0623
H 6.423128 2.957993 -2.053800 0.1268 0.0225 -0.0356
H 5.479519 4.377855 -1.573230 0.0608 0.1059 -0.0117
H 3.766505 0.185400 0.822697 -0.0214 0.2102 0.0657
H 2.291859 2.800315 1.431059 0.0315 -0.0789 0.0151
H 1.614029 1.202064 1.671885 0.0509 -0.0462 -0.0685
H 3.080548 3.832607 3.340592 -0.0321 0.2267 -0.0487
H 4.138422 3.770315 5.561818 0.0154 0.1627 0.1005
H 4.826926 1.620633 6.536263 0.0436 -0.0172 0.1361
H 4.431382 -0.465701 5.295792 0.0063 -0.1774 0.0786
H 3.346105 -0.397804 3.084335 -0.0338 -0.2751 -0.0332
H 1.231167 -0.021672 -0.334365 -0.0443 -0.1784 0.6113
H 1.673395 1.284304 -3.045546 0.0395 0.0920 -0.1469
H -0.505399 -0.622616 -2.130187 -0.3601 -0.3438 0.4345
H -2.113787 -1.168074 -3.792861 -0.1448 -0.1526 0.1963
H -3.011752 -0.975529 -6.072088 -0.0788 -0.0589 0.0164
H -1.873353 0.442018 -7.730580 -0.0585 0.0138 -0.1323
H 0.159598 1.676917 -7.110829 0.0711 0.0695 -0.0330
H 1.060726 1.507793 -4.851878 0.1844 0.1459 -0.0263
H 2.596187 3.923077 -1.219021 0.0022 0.0214 0.0470
H 3.493275 3.997593 -2.736105 0.1100 -0.0811 -0.0137
H 1.984689 3.102894 -2.640876 0.0090 0.0293 -0.0548
H 4.868167 0.494059 -2.391367 0.0381 -0.0224 0.0322
H 3.489805 0.832256 -3.419649 0.0132 0.0402 -0.0622
H 4.883817 1.902009 -3.451988 -0.0350 0.1234 0.0572
```
Forces are in eV/Å.

Electronic energy: -1956.72088 a.u.
Energy relative to the best compared isomer or geometry (same formula, charge and spin): 149.5 kJ/mol
HOMO level: -6.209 eV
Gap between HOMO and LUMO: 3.80 eV
Net charge: 0

# 2
Here is a molecular structure, C36H40N5NiO4STe from OMol25. Energies are from the ωB97M-V functional and the def2-TZVPD basis.

The geometry in XYZ format:
```
88
Properties=species:S:1:pos:R:3:forces:R:3
Ni -0.325873 -0.537302 0.454748 0.4238 -0.3282 -0.0379
N -2.311185 -1.364323 0.389489 -0.1955 -0.1346 -0.0095
C -3.201709 -0.397270 -0.163744 0.0740 -0.2557 0.0603
C -4.437733 -0.692007 -0.669020 -0.0218 0.0061 -0.0314
C -5.288391 0.331572 -1.138527 0.0183 -0.0033 -0.0064
C -4.908880 1.640199 -1.061981 -0.0140 0.0200 -0.0145
C -3.633603 1.976422 -0.550961 -0.0474 0.0441 -0.0115
C -3.174932 3.307656 -0.408673 0.0017 0.0115 -0.0088
C -1.932988 3.540814 0.099917 -0.0134 0.0286 -0.0016
C -1.103341 2.444586 0.419727 -0.1137 -0.0810 -0.0597
N -1.489820 1.200597 0.275765 -0.1047 0.2997 0.0182
C -2.763059 0.948701 -0.146850 0.0951 0.2274 0.0111
H -2.449492 -2.268794 -0.045067 -0.0811 -0.0045 0.0252
H -2.476746 -1.463781 1.418992 0.0564 0.0564 -0.1711
H -4.778862 -1.720255 -0.676658 0.0003 -0.0011 0.0026
H -6.260912 0.069344 -1.532436 -0.0165 0.0008 -0.0037
H -5.571770 2.432443 -1.385436 -0.0154 0.0082 -0.0036
H -3.825194 4.124760 -0.696426 -0.0059 0.0106 -0.0008
H -1.557984 4.543519 0.244500 -0.0073 0.0328 -0.0021
H -0.102272 2.594197 0.801579 -0.0543 0.0111 0.0080
O -2.483008 -1.268323 3.087943 -0.0128 0.0136 0.1146
C -1.462711 -0.645589 3.402783 0.1402 0.0164 -0.1288
N -0.416213 -0.402126 2.588374 0.2192 0.0852 0.1954
S 0.759451 0.470897 3.335768 -0.7625 -0.0053 -0.1372
O 1.948597 -0.300994 3.553200 0.4086 -0.2288 -0.0277
O 0.904206 1.760342 2.707482 0.1173 0.0091 0.0089
C -0.098148 0.630897 4.871154 0.0386 0.0493 0.1081
C 0.287575 1.275792 6.028862 -0.0218 -0.0201 -0.0032
C -0.587919 1.214491 7.105958 0.0051 0.0127 0.0210
C -1.795766 0.525708 7.012471 0.0084 0.0034 0.0170
C -2.160760 -0.119073 5.838640 0.0277 0.0133 -0.0370
C -1.288068 -0.053391 4.766845 -0.0421 0.0120 0.0693
H 1.229179 1.803812 6.093633 0.0037 0.0034 0.0023
H -0.327080 1.707313 8.033364 -0.0014 0.0039 0.0053
H -2.455089 0.494254 7.869979 -0.0019 0.0012 0.0054
H -3.093422 -0.659185 5.746820 -0.0005 -0.0005 -0.0081
N -0.188693 -0.879338 -1.730567 0.1141 -0.0066 -0.0198
H -0.678516 -1.665450 -2.146560 0.0108 0.0262 0.0312
H 0.806310 -1.093598 -1.768462 -0.0796 -0.0038 -0.0600
H -0.358168 -0.069123 -2.317195 -0.0023 0.0021 0.0067
C 2.149366 1.602445 -0.438128 -0.2845 -0.1029 0.0003
C 2.566905 0.220242 0.063859 0.5407 0.0074 0.0435
O 3.783083 -0.029454 0.085552 -0.1809 0.0177 0.0557
N 1.579519 -0.582478 0.455417 0.3866 -0.1700 0.2321
Te 2.390676 -2.540060 1.270206 -0.3230 -0.1617 -0.3487
C 4.252584 -3.638160 1.689117 0.0177 0.4356 -0.1021
C 5.335213 -2.921303 2.193721 0.0867 0.0963 0.0562
C 5.273817 -1.448333 2.505225 0.0634 -0.0602 -0.0712
C 6.539545 -3.593293 2.408674 -0.0036 0.0149 0.0490
C 6.684351 -4.946555 2.153952 0.0284 0.0104 0.0041
C 7.992287 -5.651777 2.391969 0.0067 0.0084 0.0014
C 5.575541 -5.649056 1.697282 -0.0411 0.1075 0.0300
C 4.356542 -5.021417 1.465930 -0.1976 0.0743 -0.0920
C 3.205788 -5.869365 0.991177 -0.0634 -0.0037 -0.0132
C 2.234541 -3.344586 -0.697915 -0.2076 -0.1947 -0.0939
C 3.283529 -3.284364 -1.623231 0.0324 0.0244 0.0387
C 4.643882 -2.724971 -1.311931 0.0315 0.0058 -0.0023
C 3.078241 -3.810262 -2.902660 -0.0119 0.0174 0.0249
C 1.886900 -4.400660 -3.284769 -0.0022 0.0062 0.0339
C 1.695197 -4.959739 -4.667569 0.0039 0.0042 -0.0170
C 0.866927 -4.474347 -2.341385 0.0546 0.0157 -0.0022
C 1.023188 -3.965145 -1.058884 -0.0924 -0.0118 0.1137
C -0.129237 -4.113404 -0.094692 -0.0395 0.1375 -0.1223
H 2.857403 1.928139 -1.197906 0.0161 -0.0968 0.0307
H 2.199210 2.294233 0.404999 -0.0086 -0.0767 0.0015
H 1.134900 1.615963 -0.840215 0.0670 -0.0014 0.0317
H 4.284568 -1.126982 2.830828 -0.0387 0.0108 0.0495
H 5.515570 -0.851971 1.623463 -0.0278 -0.0062 0.0198
H 5.983651 -1.208362 3.297993 -0.0192 0.0205 -0.0285
H 7.384862 -3.032094 2.794766 -0.0190 -0.0086 -0.0074
H 8.767763 -4.949797 2.696879 -0.0079 -0.0071 -0.0023
H 8.333034 -6.161749 1.489187 -0.0081 0.0042 0.0025
H 7.893799 -6.406409 3.174957 -0.0066 0.0093 -0.0064
H 5.657174 -6.718733 1.526192 -0.0382 0.0329 0.0025
H 3.378799 -6.914728 1.249216 -0.0106 0.0334 -0.0001
H 3.075830 -5.806168 -0.090908 0.0042 0.0090 0.0007
H 2.265121 -5.560990 1.451978 -0.0074 -0.0083 -0.0059
H 4.585688 -1.856084 -0.658607 0.0118 0.0009 -0.0267
H 5.142528 -2.430141 -2.236049 0.0001 0.0041 0.0242
H 5.261423 -3.483173 -0.823780 0.0056 0.0003 -0.0068
H 3.893435 -3.754557 -3.616616 -0.0036 0.0035 0.0135
H 2.608171 -4.876454 -5.255657 -0.0021 -0.0007 0.0000
H 0.902475 -4.429520 -5.199472 0.0063 -0.0019 0.0107
H 1.412067 -6.012950 -4.627997 -0.0005 0.0044 0.0044
H -0.068900 -4.958063 -2.606161 0.0157 0.0171 0.0154
H -0.937068 -4.687505 -0.551755 0.0397 -0.0259 0.0074
H -0.519626 -3.130961 0.186321 0.0750 -0.1039 0.0866
H 0.170485 -4.611639 0.826731 0.0044 -0.0271 0.0380
```
Forces are in eV/Å.

Electronic energy: -4145.10422 a.u.
Spin multiplicity: 2
Energy relative to the best compared isomer or geometry (same formula, charge and spin): 0.0 kJ/mol
HOMO level (spin up / spin down): -6.623 / -6.709 eV
Gap between HOMO and LUMO (spin up / spin down): 6.07 / 6.16 eV
Net charge: 0

- Which of these has the lowest energy relative to the best compared isomer or geometry (same formula, charge and spin)?
  C36H40N5NiO4STe

- net charge of number 2 (C36H40N5NiO4STe)?
  0